Entry from the Open Molecules 2025 dataset: one molecule with the formula C20H22BrN5O3S in a non-equilibrium geometry (wB97M-V/def2-TZVPD).

Summary:
- E_LUMO: 0.152 eV
- HOMO: -7.89 eV
- Net charge: 0
- Kohn-Sham gap: 0.2954 Ha
- M: 492.399 g mol⁻¹
- SMILES string: O=C(CN1CCCN(S(=O)(=O)c2ccc(Br)cc2)CC1)Nc1ccc2cn[nH]c2c1

Structure (XYZ):
```
52
Properties=species:S:1:pos:R:3:forces:R:3
O -3.568132 -1.557254 -1.711953 -0.19 -0.02 -0.06
C -2.410556 -1.285117 -1.463898 0.29 -0.35 -0.14
N -1.952560 -0.112097 -0.976319 0.38 0.21 0.08
C -2.690369 1.009602 -0.588046 -0.59 0.18 -0.04
C -4.053165 1.110839 -0.798497 0.05 -0.23 -0.10
C -4.670666 2.277759 -0.360436 0.53 0.49 0.34
N -5.964312 2.684312 -0.413753 0.13 -0.24 -0.09
N -6.129750 3.899400 0.130805 -0.47 0.51 0.15
C -4.955039 4.301290 0.544961 -0.11 -0.19 -0.11
C -3.960766 3.327441 0.272303 -0.28 -0.49 -0.28
C -2.582745 3.197185 0.471840 -0.10 -0.13 -0.09
C -1.969551 2.049688 0.042857 0.17 0.09 0.08
H -0.907374 1.917688 0.183167 0.07 0.03 0.03
H -2.019905 3.981719 0.954035 0.11 0.04 0.04
H -4.843535 5.256094 1.018942 -0.04 0.22 0.10
H -6.754455 2.193104 -0.797000 0.09 0.12 0.07
H -4.606235 0.321023 -1.276119 0.02 -0.08 -0.04
H -0.946920 -0.039013 -0.828870 -0.19 -0.17 -0.01
C -1.286648 -2.300283 -1.698286 -0.15 -0.19 -0.01
N -0.350070 -2.308131 -0.593628 -0.01 -0.09 -0.21
C 0.890358 -3.005919 -0.849598 0.26 0.22 0.15
H 0.907697 -3.979050 -0.333608 -0.04 0.05 -0.11
C 2.105607 -2.174645 -0.394922 0.18 -0.34 -0.45
N 1.905424 -1.438316 0.829819 -0.18 1.02 -0.14
S 1.688605 0.193935 0.610274 0.86 -0.12 -0.09
O 0.887419 0.495207 -0.549069 0.30 0.00 -0.17
O 1.304153 0.775451 1.859433 0.04 -0.19 0.33
C 3.373312 0.688404 0.240776 -0.55 -0.08 -0.08
C 3.686279 1.265655 -0.975061 -0.19 -0.02 -0.01
C 4.992475 1.643204 -1.238003 0.15 0.00 0.10
C 5.958664 1.433192 -0.266511 0.08 0.05 -0.10
C 5.647562 0.859963 0.958483 -0.04 0.02 -0.02
C 4.339609 0.486097 1.208863 0.06 0.02 0.05
H 4.054616 0.045751 2.150397 0.06 -0.08 0.17
H 6.417471 0.713266 1.700135 0.03 -0.01 0.04
Br 7.751220 1.941889 -0.618750 -0.13 -0.04 0.03
H 5.257548 2.096112 -2.180810 0.01 0.02 -0.05
H 2.902125 1.418666 -1.699811 -0.05 0.03 -0.13
C 1.193208 -2.053338 1.931995 -0.44 0.25 0.60
C -0.328073 -1.914401 1.839551 0.03 -0.35 -0.18
H -0.768123 -2.272153 2.772177 -0.03 0.04 0.07
H -0.558501 -0.853410 1.738009 -0.14 -0.03 0.09
C -0.950615 -2.682971 0.674411 -0.01 0.14 0.37
H -0.850093 -3.768215 0.854934 -0.08 0.06 -0.07
H -2.017025 -2.451674 0.639839 0.02 -0.07 0.04
H 1.493613 -3.102724 1.982044 0.10 0.04 -0.01
H 1.532704 -1.544745 2.837608 -0.04 -0.26 0.05
H 2.974284 -2.834186 -0.277243 -0.03 0.09 -0.08
H 2.340509 -1.426266 -1.153579 0.09 -0.26 -0.16
H 1.001557 -3.201522 -1.918423 0.00 -0.05 0.05
H -1.755491 -3.281585 -1.880512 -0.04 0.20 -0.01
H -0.755364 -1.996930 -2.604950 -0.01 -0.06 0.00
```
Forces are in eV/Å.

***

Entry from the Open Molecules 2025 dataset: C20H22Cl3CrN4O5 as an isolated structure (wB97M-V/def2-TZVPD).

Summary:
- E_LUMO (alpha / beta): 4.494 / 4.494 eV
- Multiplicity: 2
- HOMO (alpha / beta): -1.41 / -1.77 eV
- Net charge: -2
- Kohn-Sham gap (alpha / beta): 0.2170 / 0.2303 Ha
- M: 556.774 g mol⁻¹
- <S²>: 0.755
- Relative energy (zero: lowest compared OMol25 entry of this formula, charge and spin): 0.047 eV

Structure (XYZ):
```
55
Properties=species:S:1:pos:R:3:forces:R:3
Cr -0.632554 -0.381964 -0.184961 0.39 0.39 0.15
O 2.141354 3.080700 -3.067962 0.02 -0.05 -0.03
C 2.936352 1.999579 -3.114845 0.01 0.06 0.05
C 3.970460 1.990007 -4.053203 -0.01 0.02 0.02
C 4.838088 0.917077 -4.132863 0.00 0.03 -0.04
C 4.692312 -0.172783 -3.281825 0.02 -0.01 0.00
C 3.656615 -0.172772 -2.364821 -0.08 0.00 0.01
C 2.769770 0.894818 -2.261936 0.04 -0.05 -0.01
C 1.649748 0.801643 -1.288910 0.03 0.09 0.00
O 1.458123 -0.277678 -0.645456 0.07 -0.08 0.00
N 0.912360 1.888831 -1.131643 0.10 -0.07 -0.16
N -0.076608 1.580610 -0.222311 -0.14 0.06 0.06
C -0.480186 2.483286 0.583778 0.05 -0.12 -0.14
C -1.225103 2.144530 1.779607 -0.07 0.02 0.13
C -1.932059 3.146994 2.448320 0.00 -0.07 -0.01
C -2.547728 2.929067 3.666675 0.01 0.04 -0.06
C -2.411855 1.668937 4.252835 0.00 -0.07 0.03
C -1.689104 0.670385 3.638201 -0.01 0.00 0.04
C -1.073629 0.845051 2.370486 -0.01 0.02 0.01
O -0.415582 -0.130235 1.842487 0.02 0.01 -0.13
H 1.463796 2.899688 -2.357157 -0.02 0.02 0.01
H 4.058876 2.841654 -4.715878 0.02 0.00 -0.01
H 5.627575 0.925462 -4.876164 0.01 0.00 0.01
H 5.365375 -1.018054 -3.348572 0.00 -0.01 -0.01
H 3.487463 -1.014435 -1.706286 0.00 -0.01 0.00
H -0.162790 3.514656 0.426136 0.08 -0.01 0.01
H -1.995438 4.124042 1.978437 0.00 0.01 0.00
H -3.110348 3.713910 4.155923 0.00 0.00 -0.01
H -2.882779 1.469467 5.210497 0.01 0.00 0.00
H -1.580230 -0.305258 4.097180 -0.01 0.00 0.02
Cl 0.194823 -0.199922 -5.006012 -0.05 0.14 -0.07
C -0.629530 -1.548253 -4.375483 0.33 -0.08 0.16
Cl -3.429063 -0.912296 -5.507512 -0.12 0.03 -0.04
Cl -0.448267 -2.995355 -5.260513 -0.13 -0.07 -0.10
C -0.855748 -1.646813 -2.908249 0.06 -0.12 0.09
O -1.260937 -2.736378 -2.454768 -0.05 0.04 0.00
O -0.562134 -0.601403 -2.251560 -0.09 0.08 0.05
C -4.181354 -1.573943 0.279185 -0.03 -0.02 -0.03
C -3.620303 -0.329660 -0.416804 -0.12 0.12 0.02
C -3.927903 -0.367026 -1.910642 -0.03 0.00 -0.08
C -4.193034 0.939640 0.226936 -0.06 -0.03 -0.02
N -2.204363 -0.320599 -0.203781 -0.38 -0.19 0.09
H -5.271742 -1.585239 0.202588 -0.01 0.00 -0.01
H -3.899856 -1.582070 1.334664 0.00 0.02 0.01
H -3.791916 -2.472569 -0.201542 0.02 0.00 -0.01
H -5.008847 -0.374844 -2.070559 -0.02 0.01 0.01
H -3.513901 -1.251810 -2.388279 0.03 -0.05 -0.01
H -3.513714 0.495067 -2.430965 0.04 0.02 0.02
H -5.274698 0.978099 0.071828 -0.01 -0.01 0.00
H -3.746670 1.822736 -0.231480 0.01 0.00 -0.01
H -3.982565 0.966513 1.298362 0.01 0.00 0.00
N -0.280392 -2.395904 0.070625 -0.07 -0.26 -0.14
H -0.773860 -2.813777 -0.738288 0.04 0.06 0.01
H -0.620022 -2.747885 0.956501 0.09 0.02 0.02
H 0.709634 -2.587911 -0.035816 0.00 0.05 0.10
```
Forces are in eV/Å.

***

Entry from the Open Molecules 2025 dataset: C20H22ClIrN4O2 as an isolated structure in a non-equilibrium geometry (wB97M-V/def2-TZVPD).

Summary:
- E_LUMO (alpha / beta): -11.602 / -11.966 eV
- Multiplicity: 2
- HOMO (alpha / beta): -17.74 / -17.91 eV
- Net charge: +3
- Kohn-Sham gap (alpha / beta): 0.2257 / 0.2184 Ha
- M: 578.092 g mol⁻¹
- <S²>: 1.081
- Relative energy (zero: lowest compared OMol25 entry of this formula, charge and spin): 0.592 eV

Structure (XYZ):
```
50
Properties=species:S:1:pos:R:3:forces:R:3
Ir -0.120545 1.160426 0.062862 -0.29 -1.86 -0.12
Cl -5.150973 -3.315480 2.708084 -0.21 -0.26 0.09
C -4.118948 -2.082772 2.301910 0.14 0.18 -0.02
C -4.106163 -0.885669 3.076903 -0.04 -0.11 -0.10
C -3.276735 0.126387 2.728980 0.08 -0.07 -0.08
C -2.391200 -0.015618 1.606333 -0.21 -0.40 -0.03
O -1.639953 0.962855 1.323779 0.21 0.86 1.12
C -2.414861 -1.225516 0.817913 0.15 0.20 0.14
C -1.649375 -1.358454 -0.397679 -0.05 0.14 -0.04
N -0.814423 -0.492108 -0.858811 0.02 -0.84 -0.49
C -0.229774 -0.672265 -2.155952 -0.01 -0.09 -0.07
C -0.286498 -1.803411 -2.937956 0.05 0.09 -0.03
C 0.240830 -1.779831 -4.242040 -0.01 0.04 0.01
C 0.785524 -0.632740 -4.758872 0.00 0.03 -0.04
C 0.893929 0.530535 -3.958652 0.00 -0.19 -0.09
C 1.463304 1.741006 -4.404662 -0.04 -0.13 -0.11
C 1.569178 2.805548 -3.542462 -0.02 0.17 0.24
C 1.123973 2.661042 -2.233541 0.09 0.00 -0.31
N 0.556963 1.534478 -1.777377 0.70 0.63 -0.14
C 0.417024 0.474046 -2.640818 -0.10 -0.16 -0.02
C -3.275728 -2.231376 1.171874 -0.14 -0.01 0.16
H -4.770556 -0.799308 3.927210 -0.01 -0.03 -0.01
H -3.247482 1.053868 3.285920 0.01 -0.02 -0.02
H -1.858718 -2.246800 -0.986359 -0.03 0.06 -0.03
H -0.725849 -2.725812 -2.580082 -0.01 0.02 -0.03
H 0.192775 -2.677885 -4.841892 -0.01 0.01 -0.02
H 1.145234 -0.605019 -5.779838 0.02 -0.02 0.02
H 1.807989 1.824875 -5.428782 0.04 -0.01 0.01
H 2.006535 3.744094 -3.852379 -0.02 0.00 0.00
H 1.229732 3.481627 -1.538840 0.01 0.02 0.04
H -3.340839 -3.143423 0.591915 -0.02 -0.02 0.00
C 2.678569 -1.853276 1.707577 -0.09 -0.01 0.10
C 2.637997 -0.845633 2.857509 0.04 0.04 -0.11
C 1.276645 -0.198287 2.719605 -0.07 0.10 0.33
O 0.934931 -0.310644 1.274264 -0.55 0.79 -0.35
C 1.954346 -1.133856 0.593872 0.08 0.00 -0.36
H 2.157147 -2.772198 1.976981 0.00 0.01 -0.02
H 3.694370 -2.107980 1.413362 -0.01 -0.02 -0.01
H 3.432936 -0.106860 2.754033 -0.01 0.01 -0.01
H 2.747591 -1.325316 3.827509 0.00 0.02 0.02
H 1.246213 0.849501 2.989408 -0.02 0.06 -0.04
H 0.494355 -0.732602 3.258879 -0.01 -0.06 -0.10
H 2.609823 -0.468530 0.029490 0.00 0.06 0.05
H 1.426829 -1.794436 -0.091410 -0.01 0.03 0.01
N 0.396310 2.914554 2.384120 0.14 -0.12 -0.05
N 0.485331 2.917571 0.942601 0.20 0.56 0.42
H -0.567084 3.098678 2.635277 -0.07 -0.01 0.08
H 0.979988 3.657555 2.756946 -0.09 0.14 0.03
H 1.459654 3.107754 0.716896 0.03 0.07 0.04
H -0.060323 3.696707 0.566391 0.13 0.14 -0.09
```
Forces are in eV/Å.

***

Entry from the Open Molecules 2025 dataset: one molecule with the formula C20H22ClN3 in a non-equilibrium geometry (wB97M-V/def2-TZVPD).

Summary:
- E_LUMO: 0.197 eV
- HOMO: -7.84 eV
- Net charge: 0
- Kohn-Sham gap: 0.2954 Ha
- M: 339.870 g mol⁻¹
- SMILES string: CCc1c(-c2ccnc(Cl)c2)[nH]c2ccc(C3CCNCC3)cc12

Structure (XYZ):
```
46
Properties=species:S:1:pos:R:3:forces:R:3
Cl 4.804147 -1.715981 -5.969726 -0.13 -0.40 0.02
N 3.359811 -3.766211 -5.016818 0.11 0.45 -0.11
C 1.397506 -1.233370 -2.176721 -0.16 -0.37 0.98
C 0.904629 -1.365434 -0.892695 -0.64 -0.79 -0.07
C 2.427892 -4.295340 -4.204043 -0.22 0.99 0.84
C 3.641520 -2.453237 -4.910154 -0.96 -1.79 0.79
C 1.708367 -3.511365 -3.255944 0.68 -0.87 -0.67
C 3.059052 -1.665642 -3.933195 0.56 -0.09 -0.93
C -0.036308 2.040529 -1.612166 -0.19 0.42 0.93
C -0.675101 2.504376 -0.430778 0.91 -0.38 -2.01
C -0.384187 0.355889 0.632632 -0.03 0.26 1.17
C 2.069772 -2.170414 -3.110555 -0.67 0.07 0.59
C 0.276068 -0.113072 -0.510407 0.50 -0.40 -0.34
C 0.468446 0.738139 -1.601202 0.04 0.87 -0.49
C -0.790378 1.703165 0.707627 0.10 -0.64 -0.39
N 1.188359 0.063924 -2.572393 -0.46 0.43 0.49
N -3.326633 2.185480 4.102523 0.09 -0.66 0.78
C 1.793037 -2.333097 1.204867 0.57 -0.35 0.78
C 0.880170 -2.576646 0.006923 -0.35 0.33 -0.41
C -3.839357 2.460047 2.769206 -1.36 -1.55 0.16
C -1.924510 2.605750 4.319328 -0.31 -0.28 -0.61
C -2.980619 1.718777 1.751417 -0.29 1.42 -0.27
C -0.983467 1.999086 3.261862 -0.49 -0.72 -0.14
C -1.564643 2.276678 1.864071 0.56 -0.88 0.28
H 2.238695 -5.390858 -4.231508 0.25 0.94 -0.35
H 0.920710 -3.986830 -2.660358 0.36 0.36 -0.28
H 3.430260 -0.669161 -3.897977 -0.09 0.75 0.42
H 0.122256 2.694428 -2.477918 -0.25 -0.23 0.38
H -1.120576 3.496628 -0.477724 0.20 -0.10 0.31
H -0.546827 -0.319208 1.512852 0.20 0.69 -0.92
H 1.391515 0.404968 -3.479272 0.03 0.29 -0.61
H -3.946479 2.536645 4.838656 0.48 -0.11 -0.47
H 1.430685 -1.519136 1.858021 0.09 -0.21 -0.49
H 2.828426 -2.074579 0.900858 -0.60 -0.17 0.06
H 1.845815 -3.220141 1.859339 0.04 0.21 -0.29
H 1.153092 -3.480181 -0.582048 -0.10 0.50 0.69
H -0.172429 -2.682629 0.369691 0.72 -0.22 -0.28
H -4.894479 2.057563 2.619749 1.08 0.54 0.73
H -3.887979 3.529926 2.619124 0.13 0.55 -0.68
H -1.877706 3.691396 4.278675 0.35 0.46 -0.01
H -1.561054 2.276549 5.286657 -0.31 0.03 0.33
H -2.974222 0.636994 1.916842 -0.14 0.16 0.10
H -3.372642 1.925998 0.730040 0.25 -0.24 0.55
H -0.928186 0.902636 3.425531 -0.08 0.47 -0.02
H 0.048932 2.371613 3.348513 -0.39 0.12 0.04
H -1.601380 3.365350 1.818596 -0.06 0.14 -0.54
```
Forces are in eV/Å.